(1)
{
  "formula": "C4H7NO",
  "method": "ωB97M-V with the def2-TZVPD basis set",
  "elements": ["C", "N", "C", "C", "C", "O", "H", "H", "H", "H", "H", "H", "H"],
  "coordinates": [[-2.062, -0.607, 0.457], [-1.491, 0.356, -0.129], [-0.354, 0.959, 0.549], [0.947, 0.572, -0.111], [1.118, -0.570, -0.773], [2.262, -1.001, -1.365], [-1.751, -0.993, 1.439], [-2.907, -1.098, -0.029], [-0.330, 0.691, 1.622], [-0.476, 2.047, 0.495], [1.776, 1.273, -0.014], [0.319, -1.293, -0.909], [2.950, -0.336, -1.230]],
  "atomic_forces_ev_per_a": [[0.04, 0.15, -0.14], [-0.15, -0.34, 0.26], [0.06, 0.09, 0.07], [0.08, -0.19, -0.11], [-0.31, 0.17, 0.18], [0.23, 0.17, 0.00], [-0.01, 0.11, -0.10], [0.10, 0.07, 0.06], [-0.03, 0.03, -0.17], [0.03, -0.16, -0.02], [-0.08, -0.12, 0.01], [0.09, 0.13, 0.01], [-0.04, -0.12, -0.05]],
  "mulliken_charge": [-0.308, -0.434, -0.352, -0.437, 0.051, -0.480, 0.259, 0.274, 0.263, 0.311, 0.234, 0.319, 0.300],
  "e_homo_ev": -8.8,
  "energy_ev": -7797.4430,
  "smiles": "C=NC/C=C/O",
  "mol_weight_g_mol": 85.1,
  "charge": 0
}

=====

(2)
{
  "formula": "C4H7NO",
  "method": "ωB97M-V with the def2-TZVPD basis set",
  "elements": ["C", "C", "C", "C", "N", "O", "H", "H", "H", "H", "H", "H", "H"],
  "coordinates": [[-2.300, -0.074, -0.336], [-0.383, -0.022, -0.015], [0.365, 1.208, -0.179], [0.371, -1.153, 0.593], [-1.102, -0.338, -1.212], [-1.615, 0.218, 0.735], [-3.323, 0.061, -0.485], [-0.297, 2.118, -0.465], [1.124, 1.082, -0.967], [0.845, 1.502, 0.783], [0.826, -1.057, 1.664], [1.135, -1.513, -0.082], [-0.398, -1.896, 0.872]],
  "atomic_forces_ev_per_a": [[8.04, -1.23, -4.96], [-0.51, -0.35, 0.45], [0.57, 3.66, 0.31], [-0.09, -1.22, 2.88], [-6.60, 0.22, 2.19], [-0.49, 0.64, 2.41], [-1.53, -0.07, -0.14], [0.94, -1.74, 0.26], [-0.21, 0.03, 0.36], [-0.05, -0.25, -0.71], [-0.45, 0.87, -2.02], [-0.04, -0.29, -0.12], [0.43, -0.29, -0.90]],
  "mulliken_charge": [-0.176, 1.692, -1.288, -1.308, -0.686, -0.405, 0.362, 0.299, 0.297, 0.309, 0.286, 0.300, 0.317],
  "e_homo_ev": -9.2,
  "energy_ev": -7796.2785,
  "mol_weight_g_mol": 85.1,
  "charge": 0
}

=====

(3)
{
  "formula": "C4H7NO",
  "method": "ωB97M-V with the def2-TZVPD basis set",
  "elements": ["C", "C", "O", "C", "C", "N", "H", "H", "H", "H", "H", "H", "H"],
  "coordinates": [[-1.743, -0.978, 0.430], [-0.487, -0.467, -0.258], [-0.061, 0.767, 0.315], [1.122, 1.302, -0.201], [2.194, 0.424, -0.647], [2.922, -0.059, -1.408], [-2.547, -0.238, 0.401], [-2.092, -1.879, -0.090], [-1.551, -1.246, 1.474], [-0.672, -0.302, -1.327], [0.321, -1.203, -0.157], [1.385, 2.126, 0.473], [1.259, 1.597, -1.341]],
  "atomic_forces_ev_per_a": [[0.06, 0.10, 0.00], [-0.01, -0.21, -0.24], [0.32, 0.05, -0.28], [0.16, 0.65, -1.48], [1.53, -1.45, -0.05], [-0.15, -0.11, 1.03], [0.14, -0.05, -0.02], [0.11, 0.19, 0.09], [0.02, 0.10, -0.15], [0.00, -0.11, 0.02], [-0.09, 0.06, -0.09], [0.34, -0.35, -0.48], [-2.42, 1.14, 1.66]],
  "mulliken_charge": [-1.224, -0.167, -0.322, -0.217, 0.225, -0.453, 0.309, 0.366, 0.312, 0.298, 0.314, 0.351, 0.209],
  "e_homo_ev": -10.3,
  "energy_ev": -7797.0285,
  "smiles": "CCOCC#N",
  "mol_weight_g_mol": 85.1,
  "charge": 0
}

=====

(4)
{
  "formula": "C4H7NO",
  "method": "ωB97M-V with the def2-TZVPD basis set",
  "elements": ["N", "C", "O", "H", "C", "C", "C", "H", "H", "H", "H", "H", "H"],
  "coordinates": [[2.067, 1.536, 1.293], [2.795, 0.647, 1.587], [3.265, -0.389, 1.754], [2.070, 2.530, 1.424], [-0.871, -0.376, -1.961], [-1.206, 0.125, -0.790], [-1.397, -0.898, 0.320], [-0.674, 0.186, -2.809], [-0.655, -1.489, -1.996], [-1.418, 1.161, -0.599], [-0.469, -0.549, 0.894], [-1.158, -1.889, 0.040], [-2.349, -0.595, 0.843]],
  "atomic_forces_ev_per_a": [[-1.06, 2.07, -0.41], [-0.52, -0.68, -0.17], [1.36, -1.23, 0.51], [0.20, -0.17, 0.06], [0.57, -1.85, 0.77], [-0.84, -2.15, -0.48], [1.34, 4.26, 1.45], [0.32, 0.99, -1.56], [-0.41, 1.45, -0.30], [0.04, 0.31, 0.06], [-1.46, -0.81, 0.53], [-0.62, -1.01, -0.37], [1.08, -1.19, -0.10]],
  "mulliken_charge": [-0.371, 0.510, -0.388, 0.258, -0.749, 0.070, -0.802, 0.313, 0.124, 0.338, 0.126, 0.315, 0.255],
  "e_homo_ev": -9.4,
  "energy_ev": -7797.5571,
  "smiles": "N=C=O.C=CC",
  "mol_weight_g_mol": 85.1,
  "charge": 0
}

=====

(5)
{
  "formula": "C4H7NO",
  "method": "ωB97M-V with the def2-TZVPD basis set",
  "elements": ["C", "C", "C", "C", "O", "N", "H", "H", "H", "H", "H", "H", "H"],
  "coordinates": [[1.587, -1.239, -0.378], [-1.070, -0.285, 0.290], [-0.674, 1.057, 0.462], [-0.793, 2.223, -0.169], [0.671, -0.812, 0.620], [-2.013, -1.041, 0.460], [-1.948, -2.012, 0.735], [0.462, 0.672, 0.657], [1.671, -2.340, -0.430], [2.611, -0.848, -0.239], [1.259, -0.925, -1.376], [-0.053, 2.996, 0.012], [-1.710, 2.553, -0.643]],
  "atomic_forces_ev_per_a": [[-0.55, -0.68, -0.51], [0.30, -1.65, 1.52], [3.89, 0.76, -1.46], [-1.39, 0.22, 0.82], [-0.53, -1.02, -0.67], [0.19, 0.34, -0.28], [0.34, 0.01, -0.33], [-1.78, 1.79, 0.97], [-0.05, 0.27, 0.17], [-0.51, 0.09, 0.36], [0.05, 0.13, -0.03], [-0.03, -0.12, -0.02], [0.06, -0.14, -0.53]],
  "mulliken_charge": [-0.594, 0.629, -0.355, -0.576, -0.567, -0.508, 0.298, 0.358, 0.236, 0.255, 0.269, 0.273, 0.283],
  "e_homo_ev": -8.9,
  "energy_ev": -7794.0714,
  "mol_weight_g_mol": 85.1,
  "charge": 0
}

=====

(6)
{
  "formula": "C4H7NO",
  "method": "ωB97M-V with the def2-TZVPD basis set",
  "elements": ["C", "C", "N", "O", "C", "C", "H", "H", "H", "H", "H", "H", "H"],
  "coordinates": [[1.165, 0.067, 1.691], [0.398, 0.210, 0.378], [0.465, 1.300, -0.370], [-0.240, 1.323, -1.487], [-1.166, 0.199, -1.331], [-0.357, -0.765, -0.479], [0.626, -0.815, 2.204], [1.104, 1.000, 2.361], [2.250, -0.160, 1.447], [-1.280, -0.190, -2.341], [-2.176, 0.627, -0.989], [-1.065, -1.511, 0.087], [0.275, -1.285, -1.171]],
  "atomic_forces_ev_per_a": [[-0.65, -0.45, 0.09], [0.16, 2.84, -2.65], [2.40, 0.24, 4.27], [-1.29, -1.44, -0.23], [-0.91, 0.56, -1.22], [-3.06, -1.34, 1.77], [1.32, 1.32, -0.39], [0.04, -1.46, -1.25], [-1.29, 0.07, 0.60], [-0.36, -0.08, 0.03], [1.52, -0.86, 0.07], [1.49, 1.27, -1.04], [0.64, -0.66, -0.04]],
  "mulliken_charge": [-0.848, 0.327, -0.393, -0.196, -0.454, -0.185, 0.250, 0.284, 0.218, 0.253, 0.231, 0.285, 0.230],
  "e_homo_ev": -8.9,
  "energy_ev": -7796.4090,
  "smiles": "CC1=NOCC1",
  "mol_weight_g_mol": 85.1,
  "charge": 0
}

=====

(7)
{
  "formula": "C4H7NO",
  "method": "ωB97M-V with the def2-TZVPD basis set",
  "elements": ["C", "C", "C", "N", "C", "O", "H", "H", "H", "H", "H", "H", "H"],
  "coordinates": [[-0.563, 1.383, 0.193], [-0.422, -0.014, -0.428], [-1.547, -0.940, -0.216], [-2.289, -1.811, -0.048], [0.800, -0.799, 0.071], [1.963, -0.056, -0.195], [-1.454, 1.896, -0.182], [-0.614, 1.357, 1.286], [0.313, 1.973, -0.090], [-0.311, 0.112, -1.511], [0.819, -1.765, -0.458], [0.668, -1.005, 1.145], [2.637, -0.331, 0.434]],
  "atomic_forces_ev_per_a": [[-0.02, -0.01, 0.03], [0.05, 0.03, -0.11], [-0.54, -0.67, 0.12], [0.48, 0.94, -0.12], [-0.31, -0.30, 0.03], [0.26, 0.11, 0.20], [0.11, -0.15, 0.06], [-0.02, -0.13, -0.16], [-0.14, -0.13, 0.06], [-0.04, -0.06, 0.07], [0.03, 0.16, 0.15], [0.09, 0.10, -0.17], [0.03, 0.10, -0.16]],
  "mulliken_charge": [-1.310, 0.622, 0.067, -0.440, -0.667, -0.506, 0.369, 0.319, 0.332, 0.210, 0.327, 0.359, 0.319],
  "e_homo_ev": -11.0,
  "energy_ev": -7798.5273,
  "smiles": "C[C@H](C#N)CO",
  "mol_weight_g_mol": 85.1,
  "charge": 0
}

=====

(8)
{
  "formula": "C4H7NO",
  "method": "ωB97M-V with the def2-TZVPD basis set",
  "elements": ["C", "N", "C", "C", "O", "C", "H", "H", "H", "H", "H", "H", "H"],
  "coordinates": [[-1.623, -0.163, -0.198], [-0.239, -0.053, 0.254], [0.540, 1.124, 0.423], [1.667, 0.236, 0.744], [2.783, 0.268, 1.175], [0.698, -0.961, 0.348], [-1.659, -0.786, -1.090], [-2.259, -0.604, 0.565], [-1.996, 0.824, -0.453], [1.034, 0.540, -1.716], [0.153, 2.008, 0.914], [0.642, -2.020, 0.140], [1.054, -0.196, -1.876]],
  "atomic_forces_ev_per_a": [[0.13, 0.00, -0.05], [-0.02, -0.23, -0.05], [-0.10, 0.07, 0.06], [0.41, 0.07, 0.31], [-0.57, 0.05, -0.32], [-0.45, 0.06, 0.25], [0.09, -0.02, 0.03], [0.13, -0.01, 0.13], [0.10, 0.06, 0.08], [0.09, 0.05, -0.11], [0.06, -0.12, 0.03], [-0.01, 0.12, -0.12], [0.13, -0.09, -0.25]],
  "mulliken_charge": [-0.833, 0.239, -0.769, 0.716, -0.544, -0.382, 0.332, 0.293, 0.323, -0.012, 0.261, 0.375, 0.001],
  "e_homo_ev": [-7.5, -7.5],
  "energy_ev": -7794.1942,
  "mol_weight_g_mol": 85.1,
  "charge": 0
}

=====

(9)
{
  "formula": "C4H7NO",
  "method": "ωB97M-V with the def2-TZVPD basis set",
  "elements": ["C", "O", "C", "C", "C", "N", "H", "H", "H", "H", "H", "H", "H"],
  "coordinates": [[-1.404, -0.361, -0.651], [-0.408, 0.426, -1.082], [0.807, 0.337, -0.361], [0.780, 1.069, 0.975], [1.046, -1.160, -0.093], [0.044, -1.872, -0.109], [-1.821, -0.151, 0.338], [-0.823, -2.241, -0.481], [-2.131, -0.551, -1.441], [1.576, 0.752, -1.018], [0.537, 2.124, 0.818], [0.038, 0.630, 1.650], [1.759, 0.996, 1.456]],
  "atomic_forces_ev_per_a": [[-0.11, 0.15, 0.02], [-0.10, -0.10, -0.04], [0.23, 0.13, 0.11], [-0.04, 0.03, 0.06], [-0.53, -0.26, -0.04], [0.41, 0.37, -0.04], [0.10, -0.07, -0.11], [0.00, -0.03, 0.00], [0.12, -0.05, 0.12], [-0.10, -0.08, 0.10], [0.04, -0.14, 0.00], [0.11, 0.05, -0.09], [-0.14, 0.00, -0.08]],
  "mulliken_charge": [-0.651, -0.365, 0.379, -1.214, -0.204, -0.284, 0.292, 0.365, 0.374, 0.314, 0.316, 0.300, 0.377],
  "e_homo_ev": [-7.6, -7.6],
  "energy_ev": -7794.4317,
  "mol_weight_g_mol": 85.1,
  "charge": 0
}

=====

(10)
{
  "formula": "C4H7NO",
  "method": "ωB97M-V with the def2-TZVPD basis set",
  "elements": ["C", "C", "C", "O", "C", "N", "H", "H", "H", "H", "H", "H", "H"],
  "coordinates": [[-1.383, -0.692, 0.313], [-0.319, -0.072, -0.585], [0.288, 1.202, 0.046], [1.603, 0.785, 0.465], [1.762, -0.457, -0.046], [0.816, -1.005, -0.681], [-1.663, -1.684, -0.050], [-2.277, -0.061, 0.367], [-0.972, -0.801, 1.323], [-0.718, 0.116, -1.587], [-0.261, 1.536, 0.931], [0.395, 2.040, -0.650], [2.729, -0.908, 0.154]],
  "atomic_forces_ev_per_a": [[-0.07, -0.04, 0.04], [-0.22, 0.10, 0.00], [-0.19, 0.10, -0.06], [0.07, -0.04, 0.04], [-0.01, -0.26, -0.16], [0.33, 0.22, 0.22], [0.00, 0.14, 0.02], [0.11, -0.08, -0.02], [-0.11, -0.03, -0.11], [0.05, -0.02, 0.18], [0.08, -0.02, -0.14], [0.02, -0.15, 0.06], [-0.09, 0.09, -0.07]],
  "mulliken_charge": [-1.333, 0.393, -0.442, -0.375, 0.062, -0.588, 0.350, 0.343, 0.310, 0.345, 0.254, 0.286, 0.398],
  "e_homo_ev": -9.6,
  "energy_ev": -7798.6291,
  "smiles": "C[C@H]1COC=N1",
  "mol_weight_g_mol": 85.1,
  "charge": 0
}

=====

Repeat the third record exactly.
{
  "formula": "C4H7NO",
  "method": "ωB97M-V with the def2-TZVPD basis set",
  "elements": ["C", "C", "O", "C", "C", "N", "H", "H", "H", "H", "H", "H", "H"],
  "coordinates": [[-1.743, -0.978, 0.430], [-0.487, -0.467, -0.258], [-0.061, 0.767, 0.315], [1.122, 1.302, -0.201], [2.194, 0.424, -0.647], [2.922, -0.059, -1.408], [-2.547, -0.238, 0.401], [-2.092, -1.879, -0.090], [-1.551, -1.246, 1.474], [-0.672, -0.302, -1.327], [0.321, -1.203, -0.157], [1.385, 2.126, 0.473], [1.259, 1.597, -1.341]],
  "atomic_forces_ev_per_a": [[0.06, 0.10, 0.00], [-0.01, -0.21, -0.24], [0.32, 0.05, -0.28], [0.16, 0.65, -1.48], [1.53, -1.45, -0.05], [-0.15, -0.11, 1.03], [0.14, -0.05, -0.02], [0.11, 0.19, 0.09], [0.02, 0.10, -0.15], [0.00, -0.11, 0.02], [-0.09, 0.06, -0.09], [0.34, -0.35, -0.48], [-2.42, 1.14, 1.66]],
  "mulliken_charge": [-1.224, -0.167, -0.322, -0.217, 0.225, -0.453, 0.309, 0.366, 0.312, 0.298, 0.314, 0.351, 0.209],
  "e_homo_ev": -10.3,
  "energy_ev": -7797.0285,
  "smiles": "CCOCC#N",
  "mol_weight_g_mol": 85.1,
  "charge": 0
}